A cluster of 5 separate species, C2H12O5 in total. Source: the OMol25 dataset; level of theory: wB97M-V/def2-TZVPD.

- SMILES: C=CO.O.O.O.O
- HOMO level: -9.6 eV
- Orbital gap: 0.373 Ha
- LUMO energy: 0.57 eV
- Total energy: -12504.806 eV
- Relative energy (zero: lowest compared OMol25 entry of this formula, charge and spin): 31.7 kcal per mole

Each atom is followed by the atoms it is bonded to, with distances in Å.
Geometry (Å):
1 C -2.750 0.550 -0.790  C2 1.323, H4 1.077, H5 1.089
2 C -2.128 0.628 0.375  C1 1.323, O3 1.400, H6 1.090
3 O -0.743 0.817 0.465  C2 1.400, H7 0.960
4 H -3.718 0.103 -0.945  C1 1.077
5 H -2.238 0.818 -1.712  C1 1.089
6 H -2.559 0.578 1.375  C2 1.090
7 H -0.641 1.127 1.368  O3 0.960
8 H 0.944 -0.351 1.330  O10 0.977
9 H 2.345 -0.657 1.434  O10 0.972
10 O 1.694 -0.113 1.909  H8 0.977, H9 0.972
11 H -0.084 -2.239 1.295  O13 0.952
12 H 0.451 -2.034 -0.091  O13 0.974
13 O -0.373 -1.978 0.426  H11 0.952, H12 0.974
14 H 2.883 -1.015 -1.685  O16 0.942
15 H 1.542 -0.489 -0.814  O16 0.961
16 O 2.067 -1.171 -1.242  H14 0.942, H15 0.961
17 H 0.705 1.484 -0.330  O19 0.979
18 H 1.109 2.291 -1.485  O19 0.961
19 O 1.495 1.649 -0.883  H17 0.979, H18 0.961